(1)
{"formula": "C24H72N4O12", "method": "wB97M-V/def2-TZVPD", "charge": 0, "spin_multiplicity": 1, "orbital_gap_ha": 0.3254, "smiles": "NC(N)=O.NC(N)=O.CC(C)O.CC(C)O.CC(C)O.CC(C)O.CC(C)O.CC(C)O.CO.CO.CO.CO", "elements": ["N", "C", "N", "O", "H", "H", "H", "H", "N", "C", "N", "O", "H", "H", "H", "H", "C", "C", "C", "O", "H", "H", "H", "H", "H", "H", "H", "H", "C", "C", "C", "O", "H", "H", "H", "H", "H", "H", "H", "H", "C", "C", "C", "O", "H", "H", "H", "H", "H", "H", "H", "H", "C", "C", "C", "O", "H", "H", "H", "H", "H", "H", "H", "H", "C", "C", "C", "O", "H", "H", "H", "H", "H", "H", "H", "H", "C", "C", "C", "O", "H", "H", "H", "H", "H", "H", "H", "H", "C", "O", "H", "H", "H", "H", "C", "O", "H", "H", "H", "H", "C", "O", "H", "H", "H", "H", "C", "O", "H", "H", "H", "H"], "xyz": [[0.58796, 0.48827, -2.75096], [-0.52197, -0.14061, -2.87465], [-1.10794, 0.13303, -3.97601], [-1.01900, -0.86254, -1.78266], [0.87161, 0.24803, -1.81173], [1.27642, 0.74149, -3.43259], [-1.92917, -0.53171, -4.06722], [-0.59953, 0.61882, -4.73742], [-0.10898, 4.17078, -3.03229], [1.11884, 4.07533, -2.62183], [1.42388, 2.94742, -2.08127], [2.02543, 5.13020, -2.76797], [-0.31225, 5.04302, -3.52201], [-0.89792, 3.48031, -2.94651], [0.88647, 2.08754, -2.24210], [2.33679, 2.80218, -1.64540], [0.83489, -3.30393, -3.64200], [0.84477, -4.55380, -4.52121], [-0.55914, -5.20907, -4.45675], [1.05732, -4.35338, -5.71573], [-0.19418, -2.83769, -3.58646], [1.52724, -2.61764, -4.04823], [1.09240, -3.52594, -2.63441], [1.52215, -5.31123, -4.11926], [-1.26338, -4.61362, -5.00116], [-0.96861, -5.43563, -3.43564], [-0.48708, -6.14477, -5.01235], [0.22236, -4.28274, -6.14130], [-1.74604, -1.01798, 4.22189], [-2.70979, 0.17218, 4.14579], [-2.95691, 0.74321, 5.53217], [-2.26731, 1.09157, 3.42438], [-1.73808, -1.55276, 3.30755], [-1.97252, -1.65789, 5.06660], [-0.65433, -0.64345, 4.36368], [-3.68315, -0.20505, 3.76309], [-3.73156, 1.53423, 5.60534], [-2.06030, 1.15963, 5.91558], [-3.22971, 0.00364, 6.27851], [-2.68777, 1.92177, 3.62643], [-3.19346, 0.25940, 0.21430], [-4.41612, 0.98398, 0.80532], [-5.10565, 1.81472, -0.23392], [-5.28918, 0.20666, 1.29337], [-3.42422, -0.66649, -0.31456], [-2.56018, -0.11681, 0.99100], [-2.67990, 0.97342, -0.45346], [-3.98693, 1.52854, 1.62177], [-4.35974, 2.49414, -0.59180], [-5.90375, 2.39880, 0.11143], [-5.45571, 1.10381, -0.97375], [-4.87109, -0.64604, 1.52656], [5.11728, 1.79624, 0.70835], [4.01516, 2.37323, -0.16711], [4.61666, 3.44088, -1.04606], [3.51321, 1.47822, -0.90864], [6.02895, 1.57078, 0.23025], [4.79147, 0.97282, 1.29151], [5.38005, 2.70187, 1.27725], [3.28622, 2.84590, 0.57400], [3.94432, 3.81199, -1.83265], [5.48219, 3.05209, -1.54561], [5.00320, 4.24350, -0.40247], [3.08922, 0.88761, -0.29703], [0.44926, 1.99641, 4.07739], [1.74153, 2.63406, 3.54185], [2.98641, 1.81612, 3.77333], [1.62872, 2.83975, 2.33603], [-0.43765, 2.66003, 3.86820], [0.66223, 1.75510, 5.12376], [0.32538, 1.10881, 3.46208], [1.82862, 3.53848, 4.08176], [2.73568, 0.82771, 3.42327], [3.27253, 1.69675, 4.78180], [3.82316, 2.11361, 3.26500], [2.17965, 3.63348, 2.11725], [0.06783, -1.00733, 1.24260], [1.35703, -0.46196, 0.66203], [2.00005, -1.44698, -0.28443], [1.18613, 0.61958, 0.05862], [0.29136, -1.67738, 2.07167], [-0.60192, -1.39433, 0.46056], [-0.40735, -0.10508, 1.64739], [2.03723, -0.28141, 1.50662], [3.02323, -1.15115, -0.32514], [1.50290, -1.46585, -1.24489], [1.97894, -2.42764, 0.21252], [0.81293, 1.24716, 0.69652], [-3.41892, -3.15404, 1.86962], [-4.15289, -2.01136, 2.12119], [-2.99042, -3.54514, 2.79920], [-2.57770, -2.89851, 1.23179], [-3.98522, -3.88818, 1.31629], [-4.63709, -2.01958, 2.95821], [4.14025, -2.34389, -2.81369], [4.93495, -2.38783, -3.98308], [3.51823, -1.49809, -2.75520], [4.66212, -2.38944, -1.87543], [3.49791, -3.25360, -3.02901], [4.43359, -2.67222, -4.80536], [-1.24175, 2.85283, 1.07103], [-1.20186, 2.99002, -0.26712], [-2.27445, 2.78968, 1.38323], [-0.75225, 3.66674, 1.55834], [-0.82861, 1.93977, 1.57092], [-0.35387, 3.20292, -0.52685], [-2.02803, -3.95249, -1.06373], [-2.80449, -2.84438, -1.33724], [-1.95044, -4.29751, -0.11107], [-0.97977, -3.81563, -1.53243], [-2.38797, -4.76768, -1.66373], [-2.30909, -2.07082, -1.19364]]}

(2)
{"formula": "C4H11N3", "method": "wB97M-V/def2-TZVPD", "charge": 2, "spin_multiplicity": 1, "orbital_gap_ha": 0.3617, "smiles": "C=[NH+]/C(C)=[N+](/C)N", "elements": ["C", "N", "C", "C", "N", "C", "N", "H", "H", "H", "H", "H", "H", "H", "H", "H", "H", "H"], "xyz": [[-2.68449, -0.54903, 0.07728], [-1.55690, -0.59177, -0.48648], [-0.14626, 0.32229, -0.09274], [-0.37093, 1.74074, 0.09816], [0.79594, -0.51187, -0.00524], [2.14738, -0.16515, -0.02023], [0.73266, -1.82555, 0.05324], [-3.55598, -1.05236, -0.31994], [-2.84587, -0.02759, 1.02773], [-1.39286, -0.85627, -1.38195], [-0.16449, 2.16980, 1.01479], [-0.01696, 2.35148, -0.74646], [-1.40825, 1.83740, 0.08836], [2.62703, -0.41844, -1.01807], [2.75961, -0.51302, 0.88992], [2.15764, 0.94464, -0.24326], [0.16532, -2.40333, 0.57567], [1.59944, -2.35294, -0.18002]]}

(3)
{"formula": "C4H14N2O", "method": "wB97M-V/def2-TZVPD", "charge": -1, "s2": 0.750, "spin_multiplicity": 2, "orbital_gap_ha": [0.0978, 0.3482], "elements": ["C", "C", "C", "C", "N", "N", "H", "H", "H", "H", "H", "H", "H", "H", "H", "H", "H", "H", "H", "H", "O"], "xyz": [[-1.41524, 1.69988, -0.69634], [-1.07995, 1.25181, 0.74221], [-0.07160, 0.11463, 0.91923], [-0.56114, -1.26195, 0.47844], [-1.69107, -1.76929, 1.23888], [-0.40671, 1.57745, -1.76819], [-2.29828, 1.15620, -1.04320], [-1.72534, 2.74360, -0.65019], [-0.63729, 2.09999, 1.27498], [-2.03651, 1.01874, 1.22109], [0.32449, 0.11123, 1.94331], [0.82815, 0.38366, 0.34608], [-0.83566, -1.22140, -0.57857], [0.31136, -1.91246, 0.59046], [-2.57403, -1.66724, 0.77520], [-1.77673, -1.39103, 2.16782], [0.01454, 2.48173, -1.90764], [0.37316, 1.00098, -1.44675], [3.78133, -0.69091, -0.79170], [4.18663, -2.14434, -1.22385], [4.44859, -1.39986, -0.67091]]}

The following relative energy (zero: lowest compared OMol25 entry of this formula, charge and spin) values (in kJ/mol) correspond, in order, to the records above: 903.3; 423.2; 26.8.